Density functional theory data (ωB97M-V/def2-TZVPD) for 2 unconnected molecules or ions with the total composition C4H11NO2.

Positions of all 18 atoms, in Å:
1 C -0.701 -0.726 -3.190
2 C -0.142 -1.497 -1.981
3 N -0.793 -1.012 -0.790
4 C 0.000 0.000 0.000
5 C -2.058 -1.463 -0.520
6 O -2.674 -1.344 0.555
7 H -0.941 0.338 -3.029
8 H -1.616 -1.248 -3.517
9 H 0.052 -0.800 -3.992
10 H 0.956 -1.507 -1.840
11 H -0.466 -2.537 -2.176
12 H -0.572 0.943 -0.008
13 H 1.004 0.194 -0.415
14 H 0.110 -0.336 1.045
15 H -2.535 -2.080 -1.320
16 O 2.329 0.800 -0.130
17 H 1.719 1.286 -0.730
18 H 1.909 0.866 0.757

2S+1 = 1
Energy relative to the best compared isomer or geometry (same formula, charge and spin) = 2.687 eV
Energy = -364.169432 hartree
Highest occupied orbital energy = -0.3343 hartree
Strongest force on any atom = 3.43 eV/Å
Structure (SMILES) = CCN(C)C=O.O
Orbital gap = 9.56 eV

---

Density functional theory data (ωB97M-V/def2-TZVPD) for a molecular structure, C27H28As2Cl5F6MgN3O2.

Positions of all 74 atoms, in Å:
1 Mg -0.784 -0.765 0.312
2 Cl -3.017 -0.048 1.296
3 C -4.216 -0.884 0.374
4 C -4.189 -2.247 -0.020
5 C -3.131 -3.182 0.125
6 Cl -3.309 -4.805 0.160
7 C -5.461 -2.485 -0.623
8 Cl -5.959 -3.949 -1.356
9 C -6.204 -1.319 -0.584
10 Cl -7.786 -1.101 -1.224
11 C -5.429 -0.320 0.034
12 Cl -5.915 1.303 0.335
13 C 3.966 -0.112 -1.192
14 As 2.641 0.526 0.114
15 C 3.745 0.235 1.707
16 C 2.975 2.465 -0.054
17 C 4.267 2.949 -0.260
18 C 4.517 4.305 -0.389
19 C 3.463 5.205 -0.306
20 C 2.178 4.737 -0.086
21 C 1.915 3.373 0.043
22 As 0.094 2.710 0.430
23 C -0.946 4.245 -0.227
24 C 0.130 3.231 2.325
25 H 4.978 0.220 -0.960
26 H 3.686 0.224 -2.189
27 H 3.944 -1.202 -1.178
28 H 4.761 0.600 1.552
29 H 3.761 -0.828 1.944
30 H 3.297 0.751 2.554
31 H 5.098 2.257 -0.323
32 H 5.528 4.658 -0.554
33 H 3.642 6.269 -0.407
34 H 1.368 5.452 -0.012
35 H -0.740 5.166 0.319
36 H -2.000 3.996 -0.109
37 H -0.745 4.392 -1.288
38 H 0.335 4.297 2.433
39 H 0.909 2.660 2.829
40 H -0.825 2.981 2.786
41 C -0.148 -3.911 -1.267
42 C -0.876 -3.893 0.079
43 O -1.815 -2.785 0.165
44 C -1.693 -5.098 0.324
45 F -1.239 -6.280 -0.127
46 F -3.986 -5.919 1.896
47 F -3.153 -5.986 -1.772
48 C 0.116 -3.639 1.231
49 F -0.476 -3.515 2.409
50 F 0.789 -2.449 1.020
51 F 1.044 -4.588 1.301
52 H -0.909 -4.002 -2.041
53 H 0.499 -4.786 -1.311
54 H 0.441 -3.009 -1.433
55 O -0.024 -0.154 2.066
56 N -0.646 0.304 3.096
57 C -0.053 0.145 4.247
58 C -0.677 0.716 5.402
59 N -1.144 1.162 6.354
60 C 1.193 -0.548 4.412
61 N 2.202 -1.080 4.560
62 C 1.057 -0.705 -3.109
63 C 0.195 0.447 -2.602
64 C -0.355 1.237 -3.794
65 C -0.911 -0.052 -1.675
66 H 1.828 -0.365 -3.808
67 H 0.433 -1.438 -3.628
68 H 1.553 -1.218 -2.281
69 H 0.849 1.134 -2.043
70 H -1.005 0.599 -4.400
71 H 0.445 1.620 -4.438
72 H -0.954 2.084 -3.451
73 H -1.525 -0.779 -2.231
74 H -1.597 0.790 -1.486

2S+1 = 1
Energy relative to the best compared isomer or geometry (same formula, charge and spin) = 9.385 eV
Energy = -8931.945739 hartree
Highest occupied orbital energy = -0.0596 hartree
Charge = -2
Strongest force on any atom = 1.98 eV/Å
Orbital gap = 5.22 eV

---

Density functional theory data (ωB97M-V/def2-TZVPD) for a molecular structure, C7H7O6OsS.

Positions of all 22 atoms, in Å:
1 O 0.305 -0.010 -6.688
2 C 0.579 -0.004 -5.615
3 Os -0.438 -0.033 -0.993
4 O 2.090 -0.027 -2.732
5 C 1.156 -0.029 -2.039
6 C -2.257 -0.046 -0.368
7 O -3.382 -0.053 -0.055
8 C -0.535 -1.936 -1.185
9 O -0.617 -3.089 -1.365
10 C -0.570 1.862 -1.222
11 O -0.677 3.007 -1.427
12 H -1.198 -0.057 -2.516
13 C 1.278 -1.126 2.812
14 S -0.258 -0.459 2.132
15 C -0.173 1.208 2.837
16 O 0.487 0.008 0.695
17 H 1.118 -1.192 3.870
18 H 2.103 -0.458 2.572
19 H 1.453 -2.105 2.385
20 H 0.833 1.606 2.684
21 H -0.897 1.839 2.341
22 H -0.400 1.093 3.875

2S+1 = 5
Energy relative to the best compared isomer or geometry (same formula, charge and spin) = 4.288 eV
Energy = -1209.678070 hartree
Highest occupied orbital energy (alpha / beta) = -0.6463 / -0.8097 hartree
Charge = +3
Strongest force on any atom = 9.13 eV/Å
Orbital gap (alpha / beta) = 5.78 / 2.75 eV